(1)
ORCA calculation (the ωB97M-V functional and the def2-TZVPD basis) on a 2-piece molecular cluster, H4O2 overall in a non-equilibrium geometry.

Calculated values
SMILES ... O.O
Largest force on an atom ... 1.56 eV/A
Energy relative to the best compared isomer or geometry (same formula, charge and spin) ... 11.7 kcal per mole
Orbital gap ... 11.33 eV

Positions of all 6 atoms, in Å:
H -0.2954 1.0803 0.7705
H 1.1311 0.7405 0.4913
H -0.0196 -1.4211 0.0839
H -0.9286 -0.4634 -0.6166
O 0.3724 1.2181 0.0992
O -0.2599 -1.1545 -0.8283

Atom charges from the natural (NBO) analysis, given in e for atoms 1 to 4: 0.453, 0.469, 0.451, 0.467

---

(2)
ORCA calculation (the ωB97M-V functional and the def2-TZVPD basis) on a 2-piece molecular cluster, H4O2 overall in a non-equilibrium geometry.

Calculated values
SMILES ... O.O
Largest force on an atom ... 1.51 eV/A
Energy relative to the best compared isomer or geometry (same formula, charge and spin) ... 3.2 kcal per mole
Orbital gap ... 12.24 eV

Positions of all 6 atoms, in Å:
H 0.8814 -0.0827 -0.5520
H 2.2187 -0.6439 -0.0855
H -1.8735 0.8194 0.2655
H -1.3513 -0.6529 0.6370
O 1.6080 0.1190 0.0630
O -1.5924 -0.0490 -0.0961

Atom charges from the natural (NBO) analysis, given in e for atoms 1 to 4: 0.480, 0.464, 0.482, 0.481

---

(3)
ORCA calculation (the ωB97M-V functional and the def2-TZVPD basis) on a 2-piece molecular cluster, H4O2 overall.

Calculated values
SMILES ... O.O
Largest force on an atom ... 0.14 eV/A
Energy relative to the best compared isomer or geometry (same formula, charge and spin) ... 1.0 kcal per mole
Orbital gap ... 11.46 eV

Positions of all 6 atoms, in Å:
O -0.2590 -0.5663 -1.7036
H 0.5302 -1.1134 -1.6928
H -0.3675 -0.2712 -0.7889
O -0.0217 0.5597 1.0211
H -0.6709 0.9178 1.6334
H 0.7889 0.4733 1.5308

Atom charges from the natural (NBO) analysis, given in e for atoms 1 to 4: -0.956, 0.460, 0.489, -0.953

---

(4)
ORCA calculation (the ωB97M-V functional and the def2-TZVPD basis) on a 2-piece molecular cluster, H4O2 overall in a non-equilibrium geometry.

Calculated values
SMILES ... O.O
Largest force on an atom ... 1.22 eV/A
Energy relative to the best compared isomer or geometry (same formula, charge and spin) ... 5.2 kcal per mole
Orbital gap ... 12.18 eV

Positions of all 6 atoms, in Å:
O -2.2217 0.0904 1.3308
H -1.2446 -0.0214 1.2998
H -2.5743 -0.8261 1.3946
O 1.6783 0.1124 -1.1714
H 1.9272 1.0516 -1.3277
H 2.4351 -0.4069 -1.5262

Atom charges from the natural (NBO) analysis, given in e for atoms 1 to 4: -0.943, 0.474, 0.469, -0.943

---

(5)
ORCA calculation (the ωB97M-V functional and the def2-TZVPD basis) on a 2-piece molecular cluster, H4O2 overall in a non-equilibrium geometry.

Calculated values
SMILES ... O.O
Largest force on an atom ... 1.74 eV/A
Energy relative to the best compared isomer or geometry (same formula, charge and spin) ... 5.9 kcal per mole
Orbital gap ... 10.88 eV

Positions of all 6 atoms, in Å:
H 0.5720 -0.1190 -0.1656
H 1.9612 0.6203 -0.0675
H -1.6556 -0.8018 0.0779
H -1.4435 0.6700 0.1618
O 1.5477 -0.2433 0.0262
O -0.9817 -0.1262 -0.0327

Atom charges from the natural (NBO) analysis, given in e for atoms 1 to 4: 0.486, 0.454, 0.490, 0.481

---

(6)
ORCA calculation (the ωB97M-V functional and the def2-TZVPD basis) on a 2-piece molecular cluster, H4O2 overall in a non-equilibrium geometry.

Calculated values
Expectation value of S² ... 0.758
Largest force on an atom ... 5.80 eV/A
Energy relative to the best compared isomer or geometry (same formula, charge and spin) ... 41.0 kcal per mole
Charge ... +1
Orbital gap (spin up / spin down) ... 15.88 / 4.17 eV
2S+1 ... 2

Positions of all 6 atoms, in Å:
H -0.9710 0.1130 -1.4325
H -0.6246 -1.3049 -1.7416
O -1.0369 -0.7811 -1.1372
H 0.7824 -0.0986 1.5772
H 1.1130 1.2932 1.0213
O 0.7371 0.7784 1.7128

Atom charges from the natural (NBO) analysis, given in e for atoms 1 to 4: 0.493, 0.491, -0.560, 0.492

---

(7)
ORCA calculation (the ωB97M-V functional and the def2-TZVPD basis) on H4O2Tl as an isolated structure in a non-equilibrium geometry.

Calculated values
Largest force on an atom ... 1.06 eV/A
Energy relative to the best compared isomer or geometry (same formula, charge and spin) ... 42.5 kcal per mole
Charge ... +3
Orbital gap ... 4.56 eV

Positions of all 7 atoms, in Å:
Tl -2.0802 0.1694 0.7436
O 0.7066 -0.3188 1.6493
H 1.1394 -1.2060 1.4664
H 1.4602 0.2926 1.9219
O -0.4331 0.5338 -1.5600
H -0.8960 0.8107 -2.4163
H 0.1031 -0.2818 -1.8051

Atom charges from the natural (NBO) analysis, given in e for atoms 1 to 4: 1.813, -0.560, 0.568, 0.584

---

(8)
ORCA calculation (the ωB97M-V functional and the def2-TZVPD basis) on H4OP2S in the gas phase in a non-equilibrium geometry.

Calculated values
Expectation value of S² ... 2.014
Largest force on an atom ... 3.77 eV/A
Energy relative to the best compared isomer or geometry (same formula, charge and spin) ... 5.2 kcal per mole
Orbital gap (spin up / spin down) ... 5.56 / 6.45 eV
2S+1 ... 3

Positions of all 8 atoms, in Å:
O 0.9887 -1.2768 -0.6861
P 0.4417 1.0142 1.0046
P -0.4138 -0.5094 -0.3235
S -1.4236 0.0915 -1.8685
H 1.4589 -1.1999 -1.5022
H 0.7251 -0.0507 1.9435
H -0.8533 1.3068 1.3879
H -0.6481 -1.7067 0.5065

Atom charges from the natural (NBO) analysis, given in e for atoms 1 to 4: -1.031, -0.011, 0.685, -0.098